{
  "formula": "C28H30FN4O2",
  "method": "the ωB97M-V functional and the def2-TZVPD basis",
  "species": ["C", "C", "N", "C", "F", "C", "C", "C", "O", "O", "C", "C", "N", "C", "C", "C", "C", "C", "C", "C", "C", "C", "C", "H", "H", "H", "H", "H", "H", "H", "H", "H", "H", "H", "H", "H", "H", "H", "H", "H", "H", "H", "H", "N", "C", "C", "C", "C", "C", "H", "H", "H", "H", "H", "N", "C", "C", "C", "C", "C", "H", "H", "H", "H", "H"],
  "xyz": [[-2.980975, -3.292443, -2.506984], [-2.623197, -2.220004, -3.510522], [-2.599031, -0.867895, -2.886177], [-3.746741, -0.160094, -2.858190], [-4.760795, -0.751580, -3.441398], [-3.867703, 1.074923, -2.259018], [-2.738293, 1.583098, -1.660076], [-2.768360, 2.886006, -0.955099], [-2.327593, 3.855264, -1.410693], [-3.432626, 2.828009, 0.214812], [-2.605129, 2.515201, 1.362785], [-2.495150, 1.028127, 1.532409], [-3.461699, 0.218018, 1.474387], [-1.556075, 0.883206, -1.688360], [-1.472138, -0.354567, -2.306832], [-0.215782, -1.158820, -2.315037], [0.994511, -0.404172, -1.821299], [1.523984, -0.763519, -0.584039], [2.621359, -0.095348, -0.054743], [3.194923, 0.945977, -0.769924], [2.688681, 1.294993, -2.017072], [1.594873, 0.621676, -2.569711], [1.162850, 1.002315, -3.951375], [-3.780079, -2.942836, -1.872127], [-2.144061, -3.506729, -1.865451], [-3.299830, -4.187277, -3.009383], [-3.348523, -2.185860, -4.301885], [-1.660457, -2.381385, -3.957509], [-4.810721, 1.581347, -2.266890], [-1.630894, 2.974050, 1.270556], [-3.106130, 2.944283, 2.213343], [-1.503297, 0.638874, 1.720994], [-4.334326, 0.728631, 1.309801], [-0.689967, 1.313935, -1.233122], [-0.016174, -1.574433, -3.292323], [-0.388563, -1.989104, -1.645172], [1.087090, -1.566811, -0.020209], [3.029255, -0.389315, 0.889953], [4.045579, 1.467123, -0.369137], [3.143721, 2.081073, -2.587832], [0.240235, 0.535793, -4.253701], [1.911109, 0.676587, -4.659451], [1.036675, 2.070310, -4.032876], [-0.735767, -4.757338, 1.648590], [-1.183137, -3.544379, 1.344839], [-1.459191, -2.558852, 2.277679], [-1.265237, -2.856986, 3.617870], [-0.802830, -4.118224, 3.956031], [-0.551737, -5.028676, 2.937887], [-1.335605, -3.354871, 0.285961], [-1.826039, -1.593389, 1.958182], [-1.473310, -2.121141, 4.383700], [-0.638561, -4.396058, 4.987462], [-0.187125, -6.023800, 3.164035], [5.430179, 1.897942, 2.204145], [4.219124, 2.274156, 2.603812], [3.987496, 3.256094, 3.553539], [5.083068, 3.882115, 4.127324], [6.352584, 3.501211, 3.724132], [6.472643, 2.509473, 2.761336], [3.390973, 1.752989, 2.133113], [2.977959, 3.521608, 3.835744], [4.949891, 4.653084, 4.874684], [7.234927, 3.962004, 4.145035], [7.449160, 2.186412, 2.419476]],
  "forces_ev_per_a": [[0.1, 0.5, 0.2], [-0.1, 0.0, 0.0], [0.1, 0.3, 0.2], [0.2, 0.1, 0.2], [-0.2, 0.2, 0.1], [-0.1, -0.8, -0.4], [-0.1, -0.4, -0.2], [-1.2, -1.6, 0.7], [1.4, 2.6, -1.2], [-0.2, 0.1, 0.9], [-0.3, -0.1, -0.3], [-0.2, -0.3, 0.1], [0.0, 0.1, -0.1], [0.1, -0.6, -0.4], [-0.3, 0.4, 0.0], [0.4, 0.3, 0.2], [0.2, 0.1, 0.0], [0.3, 0.5, 0.0], [-0.3, 0.1, -0.5], [-0.2, 0.0, -0.3], [-0.4, -0.6, 0.4], [0.2, -0.1, 0.5], [-0.1, -0.2, 0.2], [-0.4, 0.0, 0.2], [0.3, -0.3, 0.2], [0.0, -0.4, -0.2], [-0.2, 0.1, -0.3], [0.3, -0.1, -0.2], [-0.4, 0.1, 0.0], [0.3, 0.3, -0.1], [-0.2, 0.2, 0.3], [0.3, -0.2, 0.1], [0.0, -0.1, -0.1], [0.5, 0.0, 0.1], [-0.1, -0.1, -0.4], [0.0, -0.5, 0.2], [-0.2, -0.3, 0.1], [0.2, -0.1, 0.4], [0.2, 0.1, 0.1], [0.2, 0.3, -0.2], [-0.5, -0.2, -0.1], [0.3, 0.0, -0.3], [0.0, 0.4, -0.1], [0.0, 0.0, 0.0], [0.0, 0.0, 0.0], [0.1, 0.0, 0.0], [0.0, 0.0, 0.0], [0.0, 0.0, 0.0], [0.0, 0.0, 0.0], [0.0, 0.1, 0.0], [-0.1, -0.1, 0.0], [0.0, 0.0, 0.0], [0.0, 0.0, 0.0], [0.0, 0.0, 0.0], [0.0, 0.0, -0.1], [-0.1, -0.1, 0.0], [0.1, 0.0, 0.0], [0.0, 0.0, 0.0], [0.0, 0.0, 0.0], [0.0, 0.0, 0.0], [-0.1, 0.1, 0.0], [0.0, 0.0, 0.0], [0.0, 0.0, 0.0], [0.0, 0.0, 0.0], [0.0, 0.0, 0.0]],
  "charge": 1,
  "lumo_ev": -4.09,
  "max_force_ev_per_a": 3.1
}

---

{
  "formula": "C28H30N2O2",
  "method": "the ωB97M-V functional and the def2-TZVPD basis",
  "species": ["C", "C", "O", "C", "C", "N", "C", "C", "C", "C", "C", "C", "C", "C", "C", "C", "C", "C", "C", "O", "H", "H", "H", "H", "H", "H", "H", "H", "H", "H", "H", "H", "H", "H", "H", "H", "C", "C", "C", "N", "C", "C", "C", "C", "C", "C", "C", "C", "H", "H", "H", "H", "H", "H", "H", "H", "H", "H", "H", "H", "H", "H"],
  "xyz": [[5.038903, 0.862491, -2.380008], [3.805365, 1.339292, -1.657484], [2.672991, 1.282232, -2.558687], [1.487603, 1.575615, -1.964658], [0.358051, 1.284852, -2.863745], [-0.859731, 1.407228, -2.428807], [-1.861502, 0.547449, -2.402463], [-3.241745, 1.034909, -2.343651], [-4.317567, 0.184857, -1.998436], [-5.624686, 0.666136, -1.973426], [-5.894250, 2.007189, -2.263823], [-4.831252, 2.862697, -2.586933], [-3.515161, 2.389136, -2.610392], [-1.552516, -0.897240, -2.406458], [-2.313559, -1.798759, -3.177313], [-1.910632, -3.129964, -3.288461], [-0.729165, -3.566758, -2.681001], [0.050450, -2.663943, -1.948247], [-0.365785, -1.344418, -1.795940], [1.373242, 1.967274, -0.807692], [5.863823, 0.878335, -1.660724], [4.913296, -0.162071, -2.748629], [5.297661, 1.506471, -3.227276], [3.606781, 0.678507, -0.805785], [3.924933, 2.369849, -1.299406], [0.651264, 0.976671, -3.880888], [-4.120736, -0.860722, -1.761492], [-6.436399, -0.014352, -1.725691], [-6.920230, 2.380525, -2.237449], [-5.031775, 3.906003, -2.824458], [-2.683251, 3.048731, -2.861970], [-3.199649, -1.435976, -3.705196], [-2.527091, -3.821564, -3.859368], [-0.413038, -4.606379, -2.775145], [0.985721, -2.973721, -1.484340], [0.241924, -0.642762, -1.217069], [-0.705150, 0.952065, 5.281623], [-1.694985, 1.483304, 4.238072], [-1.068765, 1.244511, 2.863794], [0.119789, 0.429060, 3.125937], [0.986890, 0.191429, 2.170404], [2.058359, -0.762979, 2.284820], [1.934695, -1.984611, 3.001021], [3.018974, -2.853420, 3.102307], [4.222937, -2.566236, 2.442757], [4.347330, -1.376199, 1.707755], [3.291769, -0.473455, 1.653021], [0.247893, 0.016505, 4.526968], [-0.126204, 1.777375, 5.707170], [-1.192554, 0.414387, 6.093903], [-2.635775, 0.931723, 4.275643], [-1.907471, 2.543345, 4.371270], [-1.748141, 0.697466, 2.192103], [-0.801798, 2.179221, 2.348312], [0.910628, 0.829658, 1.277834], [0.980431, -2.256700, 3.456105], [2.920618, -3.767869, 3.692265], [5.059825, -3.265123, 2.504937], [5.278486, -1.155980, 1.181860], [3.388333, 0.493127, 1.155219], [1.277588, 0.069329, 4.909944], [-0.085970, -1.027741, 4.647452]],
  "forces_ev_per_a": [[0.1, -0.1, -0.1], [-0.7, 0.1, -0.6], [1.7, 0.0, 0.7], [-3.5, 0.3, -2.9], [4.8, -0.5, -0.1], [-3.8, 1.3, 1.9], [1.3, 0.4, -0.6], [-0.1, 0.0, 0.8], [-0.1, 0.3, -0.1], [0.2, 0.1, 0.0], [0.2, 0.0, -0.1], [0.1, -0.4, 0.2], [-0.5, 0.0, -0.2], [0.0, -0.5, -1.5], [0.6, -0.1, 0.4], [0.1, 0.0, 0.2], [-0.1, 0.1, -0.1], [-0.4, 0.2, 0.1], [-0.3, -0.4, 0.1], [0.7, -0.1, 1.8], [0.1, 0.0, -0.2], [0.0, 0.2, 0.1], [-0.1, -0.1, 0.2], [0.0, 0.2, -0.1], [0.0, -0.2, 0.1], [-0.4, -0.8, 0.6], [-0.1, 0.3, 0.0], [0.1, 0.1, 0.0], [0.3, -0.1, -0.1], [0.0, -0.2, 0.1], [-0.2, -0.2, 0.0], [0.4, -0.2, 0.2], [0.2, 0.0, 0.1], [-0.1, 0.3, 0.0], [-0.2, -0.1, -0.1], [-0.2, -0.2, -0.3], [0.4, 0.3, 0.0], [-0.4, -0.1, -0.1], [-0.5, 0.6, -0.3], [1.5, -0.3, -1.4], [-0.7, 0.6, 0.9], [1.1, -0.9, 0.3], [0.1, 0.4, -0.2], [0.0, 0.1, -0.2], [-0.3, 0.4, -0.1], [0.1, -0.2, 0.2], [-0.5, 0.1, 0.1], [-0.7, -0.8, 0.7], [-0.1, -0.1, 0.0], [0.0, 0.1, 0.0], [0.0, 0.2, 0.2], [-0.1, -0.1, 0.1], [0.3, 0.1, 0.2], [0.2, -0.4, 0.1], [-0.1, -0.3, -0.2], [0.4, 0.0, -0.2], [0.0, 0.3, -0.3], [-0.3, 0.2, 0.0], [-0.3, 0.0, 0.2], [0.0, -0.4, 0.0], [-0.2, 0.0, -0.6], [0.1, 0.4, -0.1]],
  "relative_energy_kcal_mol": 134.9,
  "lumo_ev": -1.99,
  "max_force_ev_per_a": 4.8
}

---

{
  "formula": "C28H30N4O4",
  "method": "the ωB97M-V functional and the def2-TZVPD basis",
  "species": ["O", "N", "O", "C", "C", "C", "C", "C", "C", "N", "O", "O", "C", "H", "H", "H", "H", "H", "C", "N", "C", "C", "C", "C", "C", "C", "C", "C", "C", "C", "C", "C", "C", "N", "C", "C", "C", "C", "C", "C", "C", "H", "H", "H", "H", "H", "H", "H", "H", "H", "H", "H", "H", "H", "H", "H", "H", "H", "H", "H", "H", "H", "H", "H", "H", "H"],
  "xyz": [[-5.037258, 1.749173, -3.357521], [-5.213937, 0.540488, -3.623647], [-6.314695, 0.060000, -3.987577], [-4.147321, -0.389305, -3.492077], [-4.413531, -1.741511, -3.745115], [-3.403534, -2.681095, -3.481169], [-2.166133, -2.277998, -2.976473], [-1.881733, -0.906805, -2.621799], [-0.529219, -0.447110, -2.233955], [0.008637, 0.510533, -3.216499], [1.130352, 0.259312, -3.759127], [-0.650244, 1.561476, -3.484466], [-2.899277, 0.024458, -2.945721], [-5.411792, -2.034159, -4.075909], [-3.585185, -3.745368, -3.688278], [-1.356352, -3.017690, -2.959158], [0.164576, -1.238820, -1.927947], [-2.710187, 1.093416, -2.883085], [6.613005, -0.067855, 0.962471], [5.859314, 0.664859, -0.030222], [6.658737, 0.987876, -1.189934], [6.002587, 2.026358, -2.101608], [4.543348, 1.659344, -2.365279], [3.798834, 1.231867, -1.150479], [4.505434, 0.825117, 0.017066], [3.718819, 0.524403, 1.161669], [2.339167, 0.445240, 1.066645], [1.637902, 0.554097, -0.181442], [0.214685, 0.285384, -0.400579], [-0.623297, -0.175071, 0.693820], [-1.906608, 0.395220, 0.868725], [-2.673301, 0.157613, 2.000076], [-2.193758, -0.694907, 3.035995], [-2.945473, -0.945154, 4.145504], [-2.476991, -1.834243, 5.184837], [-4.312319, -0.502585, 4.285877], [-4.567178, 0.808861, 3.551033], [-4.019452, 0.781784, 2.119826], [-0.902909, -1.262644, 2.876310], [-0.159361, -1.021720, 1.734517], [2.421685, 1.110467, -1.220381], [5.986324, -0.409472, 1.785869], [7.110626, -0.942445, 0.509357], [7.401910, 0.579250, 1.368382], [7.651231, 1.313831, -0.831943], [6.852666, 0.069760, -1.785589], [6.054340, 3.022720, -1.646666], [6.584886, 2.068810, -3.028792], [4.009213, 2.510614, -2.801282], [4.496748, 0.870851, -3.134718], [4.189150, 0.302935, 2.122774], [1.793643, 0.263845, 1.993392], [-0.306388, 1.031205, -1.045806], [-2.281077, 1.114412, 0.134698], [-1.479568, -1.539665, 5.534266], [-3.167752, -1.772955, 6.030344], [-2.424823, -2.890777, 4.874554], [-5.024552, -1.260170, 3.898628], [-4.494927, -0.425069, 5.367847], [-5.641861, 1.015928, 3.571423], [-4.069193, 1.624029, 4.087455], [-3.955134, 1.813617, 1.751376], [-4.727495, 0.271671, 1.445544], [-0.479615, -1.881273, 3.666790], [0.850376, -1.441819, 1.672214], [1.955239, 1.416829, -2.145042]],
  "forces_ev_per_a": [[-0.2, -2.4, -0.5], [-2.5, 1.8, -0.5], [1.8, 1.3, 0.6], [2.2, -1.5, 1.1], [0.2, 0.1, 0.5], [-0.1, 0.4, -0.1], [0.5, 0.8, 0.3], [-1.5, -0.1, -1.0], [1.4, -1.4, -0.6], [1.0, 0.4, -1.3], [-2.5, 0.5, 1.3], [1.6, -2.3, 0.9], [-0.6, -0.3, -0.3], [0.5, 0.1, 0.0], [0.1, 0.6, 0.0], [-0.3, 0.3, 0.4], [-0.1, 0.0, -1.5], [-0.2, -0.3, 0.3], [0.1, 0.1, 0.2], [0.4, 0.1, 0.5], [0.1, -0.1, -0.6], [0.1, 0.1, 0.3], [0.2, 0.2, -1.0], [0.0, -0.4, 0.8], [-0.9, -0.5, -0.5], [0.1, 0.2, -0.3], [-0.4, -0.7, -0.4], [1.2, 0.2, -0.2], [-1.9, 2.8, -0.5], [-0.5, -0.3, 0.8], [0.4, -0.2, 0.4], [0.5, -0.5, 0.1], [0.5, 0.1, -0.8], [0.1, -0.2, 0.5], [0.3, -0.2, 0.1], [-0.5, -0.1, -0.3], [0.3, 0.1, 0.2], [-0.9, 0.4, -0.2], [-0.3, 0.1, 0.0], [0.1, 0.2, -0.5], [0.0, -0.3, 0.5], [0.1, 0.0, -0.2], [-0.2, 0.2, 0.1], [-0.1, -0.1, 0.1], [-0.4, 0.1, -0.2], [-0.1, 0.2, 0.2], [0.0, -0.2, 0.1], [-0.2, 0.0, 0.1], [0.2, 0.0, -0.1], [0.0, 0.1, 0.2], [-0.2, 0.3, -0.3], [0.2, 0.0, -0.4], [0.8, 0.4, 2.0], [0.1, -0.3, 0.1], [-0.2, 0.0, 0.0], [0.2, 0.0, -0.1], [0.0, 0.2, -0.1], [0.3, 0.1, 0.1], [-0.2, 0.2, -0.4], [0.2, 0.0, -0.1], [0.0, -0.1, 0.0], [-0.1, -0.2, 0.0], [0.2, 0.0, 0.2], [-0.1, 0.1, -0.3], [-0.6, -0.1, -0.1], [0.1, 0.0, 0.0]],
  "relative_energy_kcal_mol": 234.7,
  "lumo_ev": -0.88,
  "max_force_ev_per_a": 3.4
}